[1]
# C9H15N4

C9H15N4 as an isolated structure in a non-equilibrium geometry (ωB97M-V with the def2-TZVPD basis set, the Open Molecules 2025 dataset).

total charge	+1
energy relative to the best compared isomer or geometry (same formula, charge and spin)	385.6	kJ/mol
gap between HOMO and LUMO (spin up / spin down)	7.87 / 7.87	eV
HOMO level (spin up / spin down)	-12.20 / -12.20	eV
largest force on an atom	0.094	hartree/bohr

Each line ends with the natural charge from an NBO analysis.
Atoms and positions in Å:
N (1.2417, -1.1240, 0.4615)  -0.450
N (-0.9406, -1.4963, -0.5145)  -0.454
N (1.9928, 0.8859, -1.1788)  -0.558
N (-0.2059, 1.0262, 1.4707)  -0.476
C (-2.5276, 0.0749, 0.1822)  -0.541
C (1.4087, -2.2636, 1.0749)  -0.058
C (-1.6164, 1.1077, -0.5629)  -0.391
C (-0.1559, 0.7659, 0.1186)  0.062
C (0.9258, 1.6650, -0.5524)  -0.226
C (0.1618, -0.6496, -0.2791)  0.165
C (-2.1932, -1.2352, -0.2816)  0.281
C (0.6906, 0.9665, 2.3362)  0.004
C (1.3489, -0.1283, -1.8233)  -0.064
H (1.7437, 0.7333, 2.0311)  0.160
H (0.4767, 1.3724, 3.3756)  0.205
H (-1.5060, 1.1067, -1.6516)  0.225
H (0.5263, 0.1415, -2.5789)  0.207
H (-2.1461, 0.2003, 1.2545)  0.317
H (0.3803, 2.3718, -1.2618)  0.216
H (-0.5301, -2.4347, -0.7168)  0.437
H (0.7377, -3.1123, 0.8756)  0.146
H (1.3107, 2.2918, 0.1375)  0.218
H (2.7707, 0.5690, -0.5042)  0.416
H (-1.6732, 2.1967, -0.1848)  0.255
H (-3.5660, 0.1857, -0.0020)  0.255
H (2.3298, -2.3737, 1.5129)  0.201
H (-2.9381, -1.9184, -0.6376)  0.237
H (1.9529, -0.9254, -2.1010)  0.210

Cartesian forces, eV/Å:
0.37 -2.07 2.03
0.68 -2.05 0.34
-0.04 0.12 0.96
-2.22 0.23 2.11
0.90 1.85 -0.04
-2.55 2.09 -3.56
2.34 1.25 2.79
-0.39 -0.01 -3.31
-1.07 -0.19 -2.47
2.24 1.04 -0.89
1.75 -0.61 -1.20
1.52 0.98 0.53
-2.93 0.68 0.27
-0.66 0.01 0.70
0.28 -0.92 -1.23
-0.49 -0.37 0.22
1.50 -0.11 1.11
-1.04 -0.09 -0.87
0.93 -1.13 0.27
-1.48 0.60 -0.26
0.12 0.09 0.74
1.42 2.00 2.35
-1.84 0.65 -1.50
-0.88 -1.72 -0.71
-1.02 0.61 0.54
1.91 -0.64 1.32
-0.17 -0.68 0.27
0.83 -1.63 -0.48

---

[2]
# C5H10NO

A 2-piece molecular cluster, C5H10NO overall in a non-equilibrium geometry (ωB97M-V with the def2-TZVPD basis set, the Open Molecules 2025 dataset).

total charge	-1
energy relative to the best compared isomer or geometry (same formula, charge and spin)	127.5	kJ/mol
gap between HOMO and LUMO	6.22	eV
HOMO level	-2.56	eV
largest force on an atom	0.042	hartree/bohr

Each line ends with the natural charge from an NBO analysis.
Atoms and positions in Å:
O (-2.3213, -2.0544, 1.7612)  -0.931
N (-1.4469, -1.7557, -0.4330)  -0.945
C (-1.5279, -1.3074, 1.0490)  0.149
C (1.7382, 1.3513, -0.7824)  -0.203
C (0.6062, 0.8361, 0.0426)  -0.250
C (0.4614, 1.1705, 1.3634)  -0.392
C (1.7816, 1.0435, -2.1053)  -0.418
H (-1.1913, -2.7445, -0.3796)  0.333
H (1.0217, 0.4690, -2.6278)  0.207
H (1.1580, 1.7993, 1.8992)  0.167
H (-0.4760, -1.2452, 1.3639)  0.063
H (-0.1833, 0.2002, -0.4561)  0.267
H (-1.8409, -0.2085, 0.9605)  0.029
H (2.5622, 1.8689, -0.2383)  0.192
H (-0.3865, 0.7979, 1.9099)  0.221
H (2.5254, 1.5435, -2.6941)  0.176
H (-2.4806, -1.7647, -0.6331)  0.335

Cartesian forces, eV/Å:
-0.33 -0.28 0.62
-1.23 0.48 0.06
-0.35 0.22 -0.77
-0.80 -1.46 -0.39
-0.14 0.76 1.36
0.16 -0.51 -2.11
0.17 1.19 1.39
-0.19 0.17 0.06
0.00 0.06 0.35
0.27 0.10 -0.11
0.46 -0.30 0.17
1.05 0.61 0.56
-0.05 -0.44 -0.13
-0.74 -0.13 -0.73
-0.09 0.00 0.13
0.49 -0.20 -0.44
1.31 -0.28 -0.04

---

[3]
# C24H22Cl2NO5RhSSe2

C24H22Cl2NO5RhSSe2 as an isolated structure in a non-equilibrium geometry (ωB97M-V with the def2-TZVPD basis set, the Open Molecules 2025 dataset).

total charge	0
energy relative to the best compared isomer or geometry (same formula, charge and spin)	72.8	kJ/mol
gap between HOMO and LUMO (spin up / spin down)	5.66 / 5.66	eV
HOMO level (spin up / spin down)	-6.44 / -6.45	eV
largest force on an atom	0.039	hartree/bohr

Each line ends with the natural charge from an NBO analysis.
Atoms and positions in Å:
Rh (-2.0173, 0.7813, 0.2313)  0.421
Se (-2.4763, 1.4738, -2.0348)  0.545
Se (-3.0611, -1.5134, -0.2817)  0.484
Cl (-3.1263, -1.9571, 4.2492)  -0.024
Cl (-3.6967, 0.6903, 5.3620)  -0.001
S (2.9917, -5.4085, -2.1375)  0.228
O (-1.6673, 0.2822, 2.2046)  -0.708
O (-1.5220, 2.9561, 0.9976)  -0.552
O (-3.8845, 0.5413, 2.3228)  -0.672
O (5.3906, -6.2739, -1.7587)  -0.544
O (2.8215, 1.6371, 0.4938)  -0.500
N (0.5294, 1.9951, 0.6077)  -0.505
C (-2.7954, 0.2763, 2.8114)  0.731
C (2.6000, 5.6360, 2.5457)  -0.187
C (1.1759, -1.3981, -0.8630)  -0.035
C (1.1727, -2.5067, 0.0127)  -0.211
C (2.9220, 4.4254, 1.9365)  -0.159
C (-3.7230, 0.0844, -2.6194)  -0.582
C (1.8752, 3.6380, 1.5101)  -0.133
C (1.8903, 2.2931, 0.8584)  0.685
C (-0.9913, 0.9247, -3.1572)  -0.797
C (-4.9346, -1.3845, 0.2249)  -0.785
C (5.2365, -3.9627, -1.1572)  -0.726
C (1.7469, -1.5650, -2.1433)  -0.228
C (2.2949, -3.8569, -1.6400)  -0.234
C (0.0248, 0.8260, 0.0063)  0.026
C (0.5567, 4.0368, 1.6684)  -0.063
C (0.6113, -0.1852, -0.4645)  -0.077
C (2.2912, -2.7749, -2.5204)  -0.198
C (4.7202, -5.2822, -1.6629)  0.438
C (0.2250, 5.2320, 2.2695)  -0.182
C (-0.3091, 2.9848, 1.0848)  0.694
C (-3.3049, -1.3100, -2.2069)  -0.591
C (1.7191, -3.7107, -0.3766)  -0.194
C (1.2759, 6.0318, 2.7105)  -0.189
C (-2.6787, -0.2305, 4.2543)  -0.300
H (-5.3314, -0.4038, -0.0179)  0.229
H (-5.4887, -2.1798, -0.2694)  0.216
H (5.0844, -3.1788, -1.8989)  0.240
H (3.9473, 4.1046, 1.8120)  0.237
H (-4.6809, 0.3610, -2.1800)  0.235
H (0.7266, -2.3942, 0.9922)  0.230
H (-1.6553, -0.1701, 4.6025)  0.235
H (1.7704, -0.7230, -2.8233)  0.215
H (-4.0506, -2.0425, -2.5184)  0.235
H (-0.6631, -0.0759, -2.8914)  0.233
H (-2.3533, -1.5958, -2.6544)  0.234
H (2.7318, -2.8907, -3.5028)  0.222
H (-4.9654, -1.5061, 1.3037)  0.265
H (1.7065, -4.5558, 0.3003)  0.226
H (3.3922, 6.2811, 2.9017)  0.223
H (-0.1784, 1.6224, -2.9735)  0.244
H (-1.3062, 0.9824, -4.1968)  0.225
H (4.6950, -3.6637, -0.2596)  0.245
H (-3.8128, 0.1690, -3.7036)  0.231
H (1.0623, 6.9787, 3.1881)  0.224
H (-0.8080, 5.5297, 2.3878)  0.239
H (6.2949, -4.0751, -0.9368)  0.240

Cartesian forces, eV/Å:
0.01 0.30 0.04
-0.14 -0.03 0.09
0.20 0.36 0.07
0.00 0.01 -0.01
0.00 0.00 0.01
-0.01 -0.05 0.03
-0.08 0.06 -0.22
-0.25 -0.48 -0.23
0.05 0.00 0.23
0.03 0.04 -0.11
-0.03 -0.08 0.28
-0.68 0.11 0.24
-0.27 -0.18 -0.08
-0.01 0.02 -0.02
0.17 -0.68 -0.33
-0.05 0.25 -0.13
0.00 -0.04 0.05
-0.01 0.01 -0.02
-0.02 -0.12 0.23
0.17 0.27 -0.75
0.01 -0.01 0.02
-0.01 0.03 0.02
0.00 0.00 -0.01
-0.10 0.10 0.23
-0.02 0.13 -0.07
1.60 -1.16 -0.47
-0.06 0.02 -0.02
-0.94 1.36 0.74
0.01 -0.12 0.05
-0.04 -0.05 0.16
0.00 0.02 -0.04
0.28 0.00 0.04
0.00 0.01 -0.02
0.10 -0.11 -0.09
0.01 0.00 0.00
0.04 0.06 0.03
0.01 0.00 0.00
0.01 -0.01 -0.01
0.00 -0.01 0.00
0.00 0.00 0.00
0.00 0.00 0.00
-0.01 0.00 0.00
0.00 -0.01 0.02
0.00 0.00 0.00
0.00 -0.01 0.00
0.00 0.00 0.01
0.00 0.00 0.01
-0.01 0.00 -0.01
0.01 0.00 0.00
0.01 0.00 0.00
0.00 0.00 -0.01
0.01 0.00 0.00
0.00 0.01 0.00
0.00 0.00 0.00
0.00 -0.01 0.00
0.00 -0.01 0.01
0.00 0.00 0.01
0.00 0.00 0.00